{"formula": "C6H12N", "method": "the ωB97M-V functional and the def2-TZVPD basis", "elements": ["C", "H", "H", "H", "C", "C", "H", "N", "H", "C", "C", "H", "H", "C", "H", "H", "H", "H", "H"], "coordinates": [[0.59152, 0.86521, -0.48124], [-1.41228, -0.13195, 0.09957], [-1.16444, -2.04114, 1.91896], [-0.74054, 0.14684, -2.68799], [0.82496, -2.26723, 3.07575], [-0.19929, -0.17195, 0.21425], [1.37779, 0.34885, -1.12496], [-1.11228, 1.16957, -2.39681], [1.18001, 1.50552, 0.25499], [-0.05219, -1.86287, 2.12465], [0.44025, -0.96208, 1.03882], [1.87764, -2.19776, 2.94730], [-1.98965, 0.91439, -1.93154], [-0.13463, 1.87551, -1.44733], [0.62026, 2.32796, -2.16476], [-0.77954, 2.75994, -1.01656], [-1.39025, 1.60343, -3.21336], [0.47126, -2.99549, 3.83982], [1.59140, -0.88674, 0.95042]], "nbo_charge": [-0.47, 0.18, 0.22, 0.45, -0.33, -0.27, 0.23, -0.69, 0.27, -0.23, -0.15, 0.21, 0.44, -0.22, 0.24, 0.24, 0.44, 0.22, 0.20], "lumo_energy_ev": -3.77, "de_lowest_kcal_mol": 61.4, "total_charge": 1, "orbital_gap_ev": 8.330, "smiles": "C=C/C=C/CC[NH3+]"}

***

{"formula": "C14H20AsN9S2W", "method": "the ωB97M-V functional and the def2-TZVPD basis", "elements": ["N", "H", "C", "H", "C", "N", "H", "H", "As", "C", "C", "N", "H", "H", "N", "H", "H", "C", "C", "C", "H", "C", "N", "H", "N", "H", "H", "C", "H", "C", "S", "N", "C", "C", "H", "H", "N", "W", "N", "H", "H", "C", "H", "H", "H", "S", "C"], "coordinates": [[-1.69261, 1.60013, -3.22783], [-0.40978, -3.85001, 0.23488], [0.41592, 1.45882, -3.26313], [0.92446, 3.00140, 5.70908], [0.12942, 3.77124, 2.50989], [3.12125, 0.24478, -0.79236], [-0.27931, -3.19880, -2.75492], [1.40862, -2.96729, -1.28020], [-0.93968, -1.41583, -0.13024], [2.63262, 1.26673, -2.61275], [0.78590, 2.85853, 4.64603], [-0.02684, 0.95072, -2.04188], [-4.02432, -1.68653, 2.14122], [0.09564, 4.87026, 4.33792], [1.75681, 1.65604, -3.56331], [1.97960, 2.41639, -4.19669], [1.45336, 0.81859, 4.69798], [-0.86947, -2.30093, -2.93845], [1.08302, 1.62959, 4.08622], [-3.34390, -1.97658, 1.34136], [-1.46227, -2.48385, -3.83377], [0.31408, 3.92140, 3.86840], [3.58574, 2.00011, -1.97395], [2.17992, -3.58307, 0.18555], [2.42179, 0.11954, -1.96352], [-3.94242, -2.11685, 0.44190], [-1.74391, -0.67886, 2.08085], [0.42990, 2.53115, 1.93718], [-0.18710, -1.47952, -3.16819], [0.90119, 1.47365, 2.71582], [1.31140, 0.01040, 1.87978], [3.79697, 1.40986, -0.84729], [0.11272, -2.92773, 0.49135], [1.47216, -2.84720, -0.19785], [-2.71561, 0.04497, 0.79041], [0.19631, -2.87492, 1.57722], [-0.57409, 1.84310, -3.99222], [1.02375, 0.26522, -0.44132], [-1.39871, 1.12920, -2.09992], [-2.36743, -2.86225, -1.47243], [-2.52310, -1.19727, -2.03421], [-2.28833, -0.88919, 1.15829], [1.99720, -1.88362, 0.00433], [-2.90499, -2.93463, 1.62457], [-0.23139, 4.58797, 1.89887], [0.19939, 2.25195, 0.25098], [-1.80392, -1.97679, -1.78360]], "nbo_charge": [0.05, 0.27, 0.50, 0.26, -0.15, -0.22, 0.22, 0.24, 1.22, 0.53, -0.12, -0.50, 0.26, 0.26, -0.54, 0.48, 0.26, -0.62, -0.23, -0.63, 0.27, -0.16, -0.19, 0.28, -0.41, 0.23, 0.24, -0.31, 0.19, -0.08, 0.20, 0.10, -0.73, -0.58, 0.26, 0.26, -0.27, 0.99, -0.08, 0.26, 0.27, -0.68, 0.17, 0.22, 0.25, 0.44, -0.70], "lumo_energy_ev": [-9.78, -9.78], "total_charge": 2, "orbital_gap_ev": [5.630, 5.629]}

***

{"formula": "C6F5O4RuS2", "method": "the ωB97M-V functional and the def2-TZVPD basis", "elements": ["C", "C", "C", "F", "C", "O", "F", "F", "O", "O", "C", "S", "C", "F", "S", "O", "F", "Ru"], "coordinates": [[0.69954, -0.69140, -0.47793], [-1.34572, -1.94729, -0.31351], [-0.68771, -0.70318, -0.28756], [1.41911, -4.14218, -0.92119], [-0.63403, -3.11273, -0.53366], [-0.05552, 5.25156, 2.14834], [-2.64287, -2.00557, -0.13597], [1.32870, 0.51598, -0.41763], [-0.08953, 2.72781, 1.88533], [1.14598, 3.90488, 0.34340], [0.74520, -3.04716, -0.71901], [-1.53386, 0.74675, 0.04041], [1.43404, -1.82213, -0.68858], [-1.24381, -4.27460, -0.56663], [-0.04046, 4.16130, 1.27642], [-1.18143, 3.93999, 0.27337], [2.73601, -1.78682, -0.85144], [-0.05364, 2.28480, -0.05416]], "nbo_charge": [0.36, 0.41, -0.43, -0.22, 0.31, -0.79, -0.24, -0.28, -0.75, -0.85, 0.39, 0.60, 0.29, -0.25, 2.46, -0.79, -0.24, 1.00], "lumo_energy_ev": [-8.38, -8.34], "total_charge": 1, "orbital_gap_ev": [6.224, 6.246]}

***

{"formula": "C4H9O2P", "method": "the ωB97M-V functional and the def2-TZVPD basis", "elements": ["H", "H", "O", "H", "H", "C", "H", "C", "P", "O", "C", "H", "H", "H", "H", "C"], "coordinates": [[-0.75449, -1.65707, 1.74967], [1.64441, -1.33349, 0.17722], [-2.45999, 0.34137, 0.77726], [0.84836, 2.66623, -0.03909], [1.74540, 1.46018, -1.35566], [-1.36652, -0.24635, 0.22017], [0.41703, -2.59979, -0.07532], [-0.97903, -0.28055, -1.05018], [2.11965, 2.54112, -0.57437], [0.22297, -0.92579, -1.24041], [0.58220, -1.51760, 0.00712], [0.18306, -0.15885, 1.69902], [-1.43395, 0.11241, -1.94015], [-2.97492, 0.79084, 0.09782], [2.53339, 1.71456, 0.46161], [-0.32757, -0.90721, 1.08531]], "nbo_charge": [0.22, 0.19, -0.67, -0.01, 0.00, 0.23, 0.18, 0.00, 0.02, -0.51, -0.06, 0.21, 0.20, 0.48, -0.02, -0.47], "lumo_energy_ev": 0.71, "de_lowest_kcal_mol": 78.0, "orbital_gap_ev": 8.611, "smiles": "OC1=COCC1.P"}

***

| no. | electronic energy (eV) | molecular weight (u) |
| --- | --- | --- |
| 1 | -7897.3979 | 98.169 |
| 2 | -112568.6182 | 637.273 |
| 3 | -52239.3742 | 396.256 |
| 4 | -17675.6363 | 120.088 |